{"formula": "C5H7NO2", "method": "the ωB97M-V functional and the def2-TZVPD basis", "mol_weight_g_mol": 113.1, "e_tot_ha": -399.88806, "gap_ev": 9.197, "largest_force_ev_per_a": 2.10, "smiles": "O=C1[C@H]2C[C@]1(O)CN2", "lumo_energy_ev": 0.69, "symbols": ["C", "C", "C", "C", "C", "H", "H", "H", "H", "H", "H", "H", "N", "O", "O"], "xyz": [[0.37414, 0.72466, 0.02266], [-1.08771, 0.67108, 0.39771], [-0.02298, -1.28742, -0.31921], [0.95438, -0.57248, 0.60570], [0.24291, -0.11977, -1.28911], [1.69831, 1.92296, 0.73812], [-1.64289, 1.33837, -0.24429], [-1.24993, 0.99092, 1.42578], [-2.06166, -0.97639, -0.43811], [0.07071, -2.33771, -0.58507], [0.81179, -0.82582, 1.66376], [1.95521, -0.67844, 0.26002], [-1.31846, -0.78951, 0.25170], [1.06797, 1.90243, -0.03123], [0.20822, 0.03711, -2.45845]], "atomic_forces_ev_per_a": [[0.28, -0.72, -1.15], [0.31, 0.33, 0.90], [-0.01, 0.75, -0.29], [-0.40, -0.35, 0.77], [-0.50, -0.84, 0.88], [-0.96, 0.14, -1.18], [-0.45, -0.06, -0.38], [-0.12, -0.03, 0.17], [0.38, 0.19, 0.58], [-0.35, 0.11, 0.18], [0.15, 0.36, -0.17], [1.00, -0.26, -0.03], [-0.79, -0.84, -0.91], [1.16, 0.77, 1.57], [0.33, 0.47, -0.95]], "nbo_charge": [0.1436, -0.2529, -0.1691, -0.4365, 0.5752, 0.4818, 0.2031, 0.1902, 0.3674, 0.2236, 0.2232, 0.2175, -0.5905, -0.6788, -0.4977]}


{"formula": "C7H10", "method": "the ωB97M-V functional and the def2-TZVPD basis", "mol_weight_g_mol": 94.2, "e_tot_ha": -272.59275, "gap_ev": 10.017, "largest_force_ev_per_a": 1.58, "smiles": "C[C@]12C[C@@H]3[C@H](C1)[C@@H]32", "lumo_energy_ev": 1.07, "symbols": ["C", "C", "C", "C", "C", "C", "C", "H", "H", "H", "H", "H", "H", "H", "H", "H", "H"], "xyz": [[-1.87346, 0.50516, 0.30963], [-0.41603, 0.18671, 0.10433], [0.69516, 1.25060, 0.16916], [1.53004, 0.11274, -0.69834], [1.16458, -1.23835, -0.18545], [0.13008, -1.03281, 0.88619], [0.21851, -0.38477, -1.18298], [-2.05333, 0.75872, 1.36227], [-2.20259, 1.34319, -0.31215], [-2.48659, -0.37251, 0.06820], [0.72095, 1.78543, 1.15732], [0.63152, 2.03869, -0.58189], [2.35554, 0.06572, -1.43311], [1.90935, -2.05417, -0.14872], [0.47360, -0.88193, 1.91781], [-0.58951, -1.85827, 0.84078], [-0.21932, -0.31900, -2.18855]], "atomic_forces_ev_per_a": [[0.01, 0.07, -0.07], [-0.29, -0.06, 0.01], [0.24, -0.21, -0.49], [0.13, 0.98, 0.63], [-0.41, 0.00, -0.36], [-0.12, 0.00, 0.25], [0.23, -1.08, -0.02], [-0.01, 0.02, -0.17], [-0.01, -0.07, 0.07], [0.07, 0.19, 0.04], [1.23, -0.86, -0.49], [-0.69, 0.03, -0.04], [-0.16, 0.98, 0.88], [-0.78, 0.33, -0.76], [0.00, 0.05, -0.08], [-0.04, 0.24, 0.21], [0.58, -0.61, 0.38]], "nbo_charge": [-0.6074, -0.0532, -0.3935, -0.2282, -0.2199, -0.3908, -0.2370, 0.2129, 0.2097, 0.2134, 0.2028, 0.2029, 0.2291, 0.2296, 0.1901, 0.2049, 0.2346]}